{
  "formula": "C20H28N4O4",
  "method": "the ωB97M-V functional and the def2-TZVPD basis",
  "smiles": "C[C@@H]1ON=C(C(=O)NCC[C@H]2CCCN(C(=O)c3ccc(N)c(O)c3)C2)[C@H]1C",
  "lumo_energy_ev": 0.741,
  "homo_energy_ev": -8.66,
  "charge": 0,
  "homo_lumo_gap_ev": 9.40,
  "energy_ev": -35344.9976,
  "species": ["H", "C", "H", "H", "H", "H", "H", "N", "H", "O", "N", "H", "C", "N", "C", "N", "C", "C", "H", "C", "H", "O", "C", "H", "H", "H", "H", "C", "C", "C", "C", "C", "O", "H", "C", "H", "H", "H", "H", "C", "H", "C", "H", "H", "C", "C", "H", "H", "O", "C", "H", "H", "H", "C", "C", "H"],
  "xyz": [[-0.2310, -0.1213, 1.6946], [-1.3767, 0.1545, -0.8102], [-2.1257, 0.6934, -1.3987], [-3.0615, -6.7414, -5.3890], [6.4400, 4.8524, 4.7139], [1.0710, -0.2129, 0.4977], [-2.7853, -7.4212, -3.7760], [5.8211, 5.3617, 4.0953], [-4.0064, -4.2546, -0.4979], [5.4553, 5.5479, 1.3910], [-1.3562, -1.6486, -2.5036], [-1.6374, -1.4519, -3.4502], [-0.6344, 3.1016, 1.5996], [1.1501, 1.4268, 1.7552], [3.9214, 3.7036, 1.3679], [-2.9057, -3.3229, -4.0220], [4.2202, 3.4693, 4.0943], [-0.5433, -0.7090, -1.7525], [3.8231, 3.7633, 0.2894], [-3.2474, -4.9595, -2.3965], [-0.0052, -0.0828, -2.4652], [2.8107, 1.3081, 0.2112], [3.2113, 2.7295, 2.0534], [5.2685, 5.4832, 0.4486], [-4.7248, -5.8268, -3.7545], [-2.0739, 2.6881, 0.0371], [0.9473, 3.0433, 3.0746], [2.3728, 1.7787, 1.2493], [-0.5483, 1.1555, -0.0126], [4.9331, 4.4581, 3.4269], [3.3658, 2.6049, 3.4277], [0.3739, 0.4589, 0.9890], [-3.6866, -4.2875, -4.6167], [-1.9215, -0.5021, -0.1248], [-1.7852, -2.7991, -1.9509], [-0.2491, 1.7626, 3.2531], [2.8342, 1.8321, 3.9674], [4.3544, 3.3777, 5.1660], [-2.1258, 1.5622, 1.3847], [-3.6934, -5.4728, -3.7667], [0.0905, 1.7223, -0.7018], [4.7668, 4.5741, 2.0432], [-4.8626, -5.6644, -1.1397], [0.1953, -1.2832, -1.1940], [-1.4469, 2.1363, 0.7416], [-4.3860, -4.7202, -1.4061], [5.3065, 6.0167, 4.6713], [-2.4995, -5.6165, -1.9499], [-1.5271, -3.1497, -0.8095], [0.3191, 2.3498, 2.5245], [-5.1422, -4.0670, -1.8459], [-1.2937, 3.7367, 2.1959], [-0.0453, 3.7625, 0.9553], [-2.6209, -3.6678, -2.8323], [-2.7635, -6.5050, -4.3685], [-1.7397, -6.1271, -4.3839]],
  "forces_ev_per_a": [[0.000, -0.002, 0.002], [0.012, 0.006, 0.003], [-0.001, 0.001, 0.001], [-0.001, 0.001, 0.000], [0.009, 0.000, -0.006], [0.002, 0.000, 0.000], [-0.001, 0.001, 0.000], [0.038, -0.124, 0.109], [-0.002, 0.000, 0.000], [0.008, 0.016, 0.003], [0.011, -0.016, -0.018], [-0.005, 0.008, 0.005], [-0.008, 0.007, 0.010], [0.011, 0.035, -0.010], [-0.015, -0.012, 0.008], [0.006, 0.006, 0.014], [0.065, -0.066, -0.018], [-0.015, 0.004, 0.001], [0.002, 0.003, 0.000], [0.009, -0.011, 0.012], [0.004, -0.002, -0.001], [-0.003, 0.001, -0.008], [0.001, 0.008, -0.016], [-0.002, -0.007, 0.008], [0.001, -0.002, -0.004], [0.001, 0.002, -0.002], [0.002, 0.002, -0.003], [0.015, -0.023, 0.015], [-0.009, -0.014, -0.008], [-0.111, 0.111, 0.005], [0.005, 0.008, 0.018], [-0.009, 0.010, 0.000], [-0.010, 0.005, -0.010], [-0.002, -0.001, -0.001], [0.013, 0.024, 0.019], [-0.003, 0.002, 0.002], [0.004, 0.001, 0.004], [-0.004, -0.005, 0.000], [-0.001, 0.003, 0.000], [0.004, -0.010, -0.001], [0.003, 0.001, -0.001], [0.004, -0.008, -0.022], [0.002, -0.002, -0.001], [0.001, 0.000, 0.002], [0.004, -0.007, 0.008], [0.002, 0.012, -0.005], [-0.007, 0.077, -0.091], [-0.004, 0.000, 0.002], [-0.005, -0.007, -0.003], [-0.008, -0.026, -0.006], [-0.001, -0.001, 0.003], [0.001, 0.000, -0.003], [0.001, 0.000, -0.001], [-0.012, -0.011, -0.020], [-0.001, 0.001, 0.003], [0.001, 0.000, 0.000]],
  "lowdin_charge": [0.141, -0.152, 0.121, 0.083, 0.078, 0.119, 0.087, 0.077, 0.079, 0.067, 0.075, 0.131, -0.163, -0.038, 0.046, 0.137, -0.022, -0.165, 0.129, -0.253, 0.131, 0.074, -0.150, 0.107, 0.147, 0.116, 0.108, -0.409, -0.313, -0.251, -0.050, -0.110, -0.078, 0.122, -0.436, 0.129, 0.118, 0.113, 0.124, -0.319, 0.151, -0.255, 0.082, 0.119, -0.168, -0.035, 0.083, 0.152, 0.072, -0.151, 0.093, 0.113, 0.120, -0.180, -0.033, 0.090]
}